Computed, not measured: C18H28CuN4NbO4S as an isolated structure, with ωB97M-V/def2-TZVPD.

Each line ends with the Mulliken charge.
Geometry (Å):
N: 0.9807 -1.2362 -0.3295  0.415
C: 1.4694 -2.3960 -0.2488  0.242
O: 2.3484 -3.1074 0.1472  -0.392
Cu: -0.2341 -2.3506 -1.3924  0.231
Nb: -0.1444 0.3562 0.1028  -0.301
N: -0.1450 0.7250 -1.8623  0.771
N: 1.4692 1.2872 0.7494  0.582
C: 0.4472 0.7025 -3.1966  0.971
C: 2.9120 1.2398 1.0018  0.844
C: -0.6548 0.7641 -4.2676  -1.756
C: 1.3872 1.9021 -3.3647  -1.082
C: 1.2684 -0.5576 -3.4394  -1.511
C: 3.1783 0.2791 2.1613  -1.361
C: 3.4690 2.6189 1.3802  -1.659
C: 3.6330 0.7241 -0.2339  -1.249
H: -1.3849 -0.0418 -4.1072  0.402
H: -0.2057 0.6383 -5.2655  0.434
H: -1.1783 1.7291 -4.2499  0.449
H: 0.8434 2.8489 -3.2631  0.382
H: 1.8511 1.8704 -4.3624  0.463
H: 2.1901 1.8736 -2.6149  0.077
H: 2.0831 -0.6755 -2.7214  0.203
H: 1.7159 -0.5003 -4.4415  0.522
H: 0.6488 -1.4653 -3.4270  0.274
H: 2.6890 0.6334 3.0755  0.358
H: 4.2597 0.2044 2.3438  0.464
H: 2.7933 -0.7193 1.9226  0.253
H: 3.1001 2.9547 2.3593  0.420
H: 3.2063 3.3725 0.6266  0.401
H: 4.5667 2.5610 1.4423  0.423
H: 4.7111 0.6758 -0.0264  0.541
H: 3.4838 1.3991 -1.0831  0.140
H: 3.2876 -0.2776 -0.5059  0.135
C: -1.2474 1.6911 -1.6492  -0.873
H: -1.6003 1.7160 -0.5782  0.396
H: -0.9571 2.7221 -1.9060  0.356
H: -2.1383 1.4120 -2.2338  0.517
C: 0.7038 2.1711 1.6473  -0.821
H: -0.3920 1.9238 1.6160  0.298
H: 1.0331 2.0611 2.6953  0.485
H: 0.8144 3.2236 1.3428  0.410
O: -4.6271 -1.3893 -0.6438  -0.591
S: -4.3161 -0.7399 0.5983  1.064
O: -5.0693 0.3940 1.0612  -0.576
N: -2.6023 -0.3240 0.5944  -0.430
C: -1.9760 -0.9125 1.5854  1.397
O: -0.7197 -0.6221 1.8366  -0.636
C: -2.7390 -1.9213 2.3062  0.239
C: -2.2321 -2.8596 3.2086  -0.529
C: -3.1551 -3.7464 3.7727  -0.647
C: -4.5288 -3.6953 3.4419  -0.534
C: -4.9954 -2.7776 2.4836  -0.519
C: -4.0637 -1.9136 1.9139  0.080
H: -1.1586 -2.8678 3.4073  0.495
H: -2.8065 -4.4914 4.4840  0.424
H: -5.2367 -4.3723 3.9242  0.425
H: -6.0357 -2.7140 2.1824  0.485

The calculation puts the HOMO energy at -15.4 eV. Its spin multiplicity is 1. Its total charge is +2.